{"formula": "C8H10N3O2", "method": "ωB97M-V/def2-TZVPD", "charge": -1, "lumo_energy_ev": [3.102, 3.100], "e_above_lowest_kcal_mol": 54.2, "energy_ev": -17020.9373, "molar_mass_g_mol": 180.2, "symbols": ["C", "C", "C", "C", "C", "C", "C", "C", "N", "N", "N", "O", "O", "H", "H", "H", "H", "H", "H", "H", "H", "H", "H"], "xyz": [[-0.032, -1.597, -0.935], [0.521, -2.091, 1.047], [1.302, 0.831, -2.412], [-0.612, 1.134, -0.587], [0.263, 0.411, 0.492], [-0.242, 0.732, -1.925], [1.041, -1.993, 2.432], [-1.243, 0.802, -2.937], [0.036, -2.903, -0.924], [0.413, -3.211, 0.355], [0.252, -1.031, 0.268], [1.377, 0.957, -3.674], [2.180, 0.674, -1.502], [-1.660, 0.623, -0.441], [-0.736, 2.183, -0.506], [1.333, 0.697, 0.432], [-0.048, 0.714, 1.548], [0.592, -2.678, 3.223], [2.091, -2.525, 2.432], [1.059, -1.045, 2.867], [-2.146, 0.341, -2.575], [-1.043, 0.431, -3.871], [-1.519, 1.896, -2.908]], "atomic_forces_ev_per_a": [[-0.854, 2.934, -2.399], [0.177, -1.007, 0.681], [0.140, -0.847, -0.296], [-1.851, -3.690, 1.875], [0.999, 1.185, 1.247], [3.594, -2.664, -0.090], [1.802, -4.160, 0.973], [-2.392, 1.770, 1.668], [0.095, 1.205, 0.081], [0.190, -0.141, 1.443], [-0.862, 0.025, -0.503], [0.255, 0.132, 2.155], [-1.340, 0.772, -1.908], [1.442, 1.344, -0.027], [0.292, 1.163, 0.458], [-0.751, 0.192, -0.290], [-0.132, -0.777, -1.282], [-0.341, 0.777, -1.266], [-1.472, 1.636, -0.079], [0.311, 1.612, 0.313], [-0.549, -0.364, 0.199], [0.993, -0.483, -2.215], [0.251, -0.613, -0.738]]}

{"formula": "C4H12N2", "method": "ωB97M-V/def2-TZVPD", "charge": 0, "lumo_energy_ev": 1.084, "e_above_lowest_kcal_mol": 20.6, "energy_ev": -7322.1351, "molar_mass_g_mol": 88.2, "symbols": ["C", "N", "C", "C", "C", "N", "H", "H", "H", "H", "H", "H", "H", "H", "H", "H", "H", "H"], "xyz": [[-0.891, -0.605, -1.726], [0.532, -0.254, -1.509], [0.743, 0.743, -0.449], [0.361, 0.362, 1.006], [-1.021, 0.980, 1.319], [0.391, -1.056, 1.325], [-1.305, 0.234, -2.261], [-0.894, -1.374, -2.494], [-1.470, -0.933, -0.870], [0.964, -1.103, -1.151], [1.794, 1.023, -0.569], [0.150, 1.602, -0.765], [1.030, 0.898, 1.683], [-1.388, 0.628, 2.262], [-1.709, 0.782, 0.516], [-0.912, 2.049, 1.486], [1.272, -1.338, 1.727], [0.157, -1.630, 0.529]], "atomic_forces_ev_per_a": [[1.184, 0.168, -1.138], [-0.587, -0.842, 1.183], [0.268, -0.002, -0.900], [-0.693, 0.827, 0.055], [0.780, 0.016, 0.180], [0.056, 0.211, 0.166], [-0.704, 0.496, 0.327], [-0.084, -0.443, 0.120], [-0.165, 0.141, 0.202], [0.336, 0.026, -0.425], [-0.033, 0.045, 0.427], [0.067, 0.260, 0.206], [0.315, -0.329, -0.056], [-0.331, -0.596, 0.369], [-0.495, 0.040, -0.112], [-0.015, 0.289, -0.485], [0.030, -0.143, -0.208], [0.069, -0.165, 0.089]]}

{"formula": "C4H8O3", "method": "ωB97M-V/def2-TZVPD", "charge": 0, "lumo_energy_ev": 0.810, "e_above_lowest_kcal_mol": 18.3, "energy_ev": -10420.2112, "molar_mass_g_mol": 104.1, "symbols": ["C", "C", "O", "C", "C", "O", "O", "H", "H", "H", "H", "H", "H", "H", "H"], "xyz": [[-0.697, 1.928, 1.190], [-0.925, 0.501, 0.688], [-0.108, -0.318, 1.516], [-0.581, 0.391, -0.835], [0.445, -0.710, -0.976], [0.191, -1.858, -0.774], [1.691, -0.277, -1.309], [0.354, 2.041, 1.430], [-0.893, 2.664, 0.416], [-1.292, 2.119, 2.078], [-1.964, 0.186, 0.788], [-0.560, -1.163, 1.607], [-0.204, 1.298, -1.297], [-1.481, 0.166, -1.389], [2.270, -0.881, -0.817]], "atomic_forces_ev_per_a": [[-0.198, -0.291, -0.294], [0.295, 0.886, -0.126], [-0.338, -0.089, 0.032], [0.591, -0.212, -0.093], [-0.617, 0.628, -0.619], [0.091, -0.781, 0.167], [-0.203, 0.034, 0.872], [0.225, -0.112, 0.158], [-0.392, 0.121, -0.004], [0.024, 0.139, 0.057], [-0.056, 0.155, 0.165], [0.292, -0.148, -0.061], [0.220, 0.274, 0.409], [-0.205, -0.487, -0.120], [0.273, -0.117, -0.541]]}

{"formula": "C36H54BrF18NO15S", "method": "ωB97M-V/def2-TZVPD", "charge": 0, "lumo_energy_ev": 0.351, "energy_ev": -200205.7380, "molar_mass_g_mol": 1194.8, "symbols": ["C", "C", "Br", "C", "C", "O", "O", "C", "N", "C", "C", "C", "S", "C", "C", "C", "C", "O", "H", "H", "H", "H", "H", "H", "H", "H", "H", "H", "H", "H", "H", "H", "H", "H", "H", "H", "H", "H", "H", "H", "H", "H", "C", "C", "O", "C", "O", "C", "F", "F", "F", "H", "H", "H", "H", "H", "C", "C", "O", "C", "O", "C", "F", "F", "F", "H", "H", "H", "H", "H", "C", "C", "O", "C", "O", "C", "F", "F", "F", "H", "H", "H", "H", "H", "C", "C", "O", "C", "O", "C", "F", "F", "F", "H", "H", "H", "H", "H", "C", "C", "O", "C", "O", "C", "F", "F", "F", "H", "H", "H", "H", "H", "C", "C", "O", "C", "O", "C", "F", "F", "F", "H", "H", "H", "H", "H"], "xyz": [[-0.606, -1.407, -0.935], [-2.007, -1.303, -1.496], [-2.247, -2.584, -2.954], [-3.103, -1.557, -0.445], [-3.459, -0.264, 0.253], [-2.680, 0.361, 0.900], [-4.773, 0.123, 0.132], [-5.108, 1.092, -0.885], [-4.552, 0.596, -2.136], [-6.637, 1.165, -0.852], [-7.341, -0.019, -1.514], [-7.687, 0.226, -2.991], [-7.350, -1.159, -4.124], [-4.510, 2.455, -0.526], [-4.404, 3.497, -1.643], [-3.299, 3.332, -2.695], [-1.898, 3.143, -2.128], [-0.981, 2.678, -3.115], [0.131, -1.345, -1.735], [-0.457, -2.348, -0.406], [-0.434, -0.576, -0.251], [-2.168, -0.324, -1.940], [-3.986, -2.016, -0.880], [-2.705, -2.234, 0.315], [-4.780, -0.382, -2.273], [-4.890, 1.117, -2.934], [-6.919, 2.096, -1.354], [-6.942, 1.262, 0.190], [-6.715, -0.910, -1.423], [-8.254, -0.251, -0.967], [-8.745, 0.464, -3.093], [-7.137, 1.091, -3.363], [-6.610, -1.883, -3.279], [-5.161, 2.872, 0.247], [-3.543, 2.310, -0.052], [-5.367, 3.621, -2.149], [-4.215, 4.450, -1.143], [-3.498, 2.501, -3.374], [-3.298, 4.231, -3.316], [-1.491, 4.100, -1.802], [-1.903, 2.455, -1.278], [-1.366, 1.903, -3.535], [1.575, -7.295, 1.365], [2.302, -6.149, 2.030], [3.288, -5.572, 1.138], [2.843, -4.677, 0.275], [1.723, -4.284, 0.135], [4.026, -4.127, -0.557], [4.840, -5.112, -0.963], [4.742, -3.275, 0.185], [3.582, -3.484, -1.632], [2.284, -8.047, 1.018], [0.897, -7.760, 2.079], [0.994, -6.946, 0.512], [2.878, -6.483, 2.891], [1.616, -5.368, 2.354], [5.519, -5.446, -4.208], [6.870, -5.623, -3.556], [7.717, -6.484, -4.360], [8.366, -5.902, -5.351], [8.338, -4.751, -5.673], [9.278, -6.933, -6.056], [8.659, -8.099, -6.252], [10.363, -7.158, -5.294], [9.688, -6.468, -7.232], [5.051, -6.415, -4.384], [4.870, -4.856, -3.564], [5.611, -4.933, -5.165], [6.787, -6.135, -2.600], [7.374, -4.671, -3.392], [7.065, -5.782, 4.715], [6.749, -7.229, 4.419], [6.414, -7.947, 5.632], [5.166, -7.835, 6.049], [4.281, -7.209, 5.543], [4.955, -8.695, 7.319], [5.968, -8.562, 8.178], [4.866, -9.987, 6.971], [3.830, -8.346, 7.933], [7.869, -5.708, 5.447], [7.382, -5.283, 3.799], [6.190, -5.263, 5.104], [7.613, -7.758, 4.024], [5.924, -7.326, 3.714], [-9.657, 7.210, 2.356], [-8.234, 7.217, 2.865], [-7.330, 6.642, 1.891], [-6.894, 7.464, 0.953], [-7.148, 8.624, 0.816], [-5.912, 6.716, 0.019], [-6.367, 5.500, -0.304], [-4.732, 6.564, 0.637], [-5.717, 7.401, -1.101], [-9.962, 6.199, 2.087], [-10.326, 7.584, 3.130], [-9.759, 7.846, 1.476], [-8.125, 6.590, 3.747], [-7.898, 8.223, 3.112], [-5.574, 12.961, 2.937], [-6.670, 13.631, 3.732], [-7.731, 12.693, 4.037], [-7.541, 11.923, 5.093], [-6.607, 11.916, 5.839], [-8.762, 10.991, 5.282], [-9.161, 10.470, 4.115], [-9.785, 11.677, 5.806], [-8.460, 9.989, 6.103], [-5.978, 12.513, 2.029], [-4.823, 13.699, 2.656], [-5.088, 12.182, 3.523], [-7.161, 14.415, 3.160], [-6.296, 14.054, 4.663], [11.555, -2.822, -4.629], [11.641, -3.789, -3.473], [11.581, -3.095, -2.201], [10.370, -2.814, -1.756], [9.325, -3.068, -2.279], [10.462, -2.124, -0.375], [11.421, -1.196, -0.348], [10.742, -3.042, 0.564], [9.306, -1.548, -0.065], [12.350, -2.078, -4.570], [11.661, -3.371, -5.565], [10.594, -2.309, -4.644], [12.595, -4.311, -3.455], [10.840, -4.526, -3.507]], "atomic_forces_ev_per_a": [[0.094, 0.012, -0.149], [-0.038, 0.086, 0.335], [-0.009, -0.029, -0.107], [0.118, -0.058, 0.114], [-0.319, -0.108, -0.322], [0.392, 0.286, 0.285], [-0.079, -0.186, -0.081], [0.035, 0.178, -0.014], [0.339, -0.104, 0.137], [-0.050, 0.017, -0.129], [-0.057, -0.140, -0.007], [0.127, 0.191, 0.024], [-0.101, -0.084, -0.014], [-0.179, 0.094, 0.069], [0.209, 0.041, 0.003], [0.014, 0.072, -0.050], [0.070, -0.093, -0.176], [-0.048, 0.072, -0.032], [0.009, 0.022, 0.015], [0.010, -0.013, -0.003], [-0.050, -0.028, 0.101], [-0.032, -0.092, -0.196], [-0.030, 0.064, -0.016], [-0.054, -0.074, -0.043], [-0.202, 0.036, -0.113], [-0.010, -0.009, 0.008], [-0.091, -0.018, 0.050], [0.053, 0.026, 0.030], [0.017, 0.027, 0.100], [-0.034, -0.028, -0.006], [-0.027, -0.002, -0.034], [0.007, -0.016, 0.001], [0.050, -0.036, -0.003], [0.062, 0.002, 0.064], [0.027, -0.067, -0.044], [-0.014, -0.002, -0.015], [-0.063, 0.012, -0.015], [-0.024, -0.041, 0.047], [0.000, -0.026, -0.068], [-0.031, -0.007, 0.187], [-0.002, 0.020, 0.024], [0.019, -0.041, 0.004], [0.045, 0.031, -0.123], [-0.091, -0.096, 0.229], [0.031, 0.048, -0.015], [0.052, 0.017, -0.019], [-0.028, -0.012, 0.005], [-0.060, -0.015, 0.027], [0.005, 0.017, 0.022], [0.009, -0.015, -0.022], [0.019, 0.002, 0.024], [-0.006, -0.018, 0.040], [0.000, -0.002, 0.010], [-0.022, 0.013, 0.027], [0.039, 0.001, -0.030], [0.012, 0.037, -0.079], [0.036, -0.089, -0.187], [-0.199, 0.192, 0.199], [0.104, 0.010, -0.017], [0.023, -0.051, 0.049], [0.011, 0.025, -0.016], [-0.029, 0.036, 0.004], [0.018, 0.015, -0.002], [-0.010, 0.000, -0.008], [0.001, -0.014, 0.025], [-0.023, 0.007, 0.050], [0.007, 0.014, 0.016], [0.025, 0.038, 0.030], [0.034, -0.084, -0.048], [0.068, -0.024, -0.099], [-0.028, -0.003, 0.100], [0.054, 0.061, -0.164], [-0.052, -0.044, 0.026], [0.047, -0.015, 0.031], [-0.037, 0.005, -0.041], [-0.007, 0.029, -0.035], [-0.018, 0.000, -0.007], [0.008, 0.021, 0.012], [0.020, -0.017, -0.013], [0.021, 0.000, -0.029], [0.003, -0.001, -0.008], [-0.009, -0.004, -0.031], [0.006, -0.015, 0.055], [-0.032, -0.002, 0.043], [0.028, -0.027, -0.160], [-0.140, 0.076, 0.265], [0.043, 0.025, -0.052], [0.051, -0.034, -0.004], [-0.018, -0.015, -0.003], [-0.023, 0.037, 0.025], [-0.091, 0.026, 0.030], [-0.008, -0.006, -0.013], [0.010, -0.012, 0.020], [-0.009, -0.005, 0.050], [0.010, 0.006, 0.015], [0.008, 0.038, 0.033], [0.048, -0.061, -0.059], [0.019, 0.008, -0.083], [-0.042, -0.095, 0.004], [0.112, 0.144, -0.038], [-0.038, -0.012, 0.052], [-0.035, -0.027, -0.014], [0.001, -0.001, -0.019], [0.087, 0.037, 0.000], [-0.041, -0.044, -0.001], [0.006, -0.023, -0.018], [-0.026, 0.016, -0.007], [0.007, 0.028, -0.012], [0.002, 0.007, -0.001], [0.013, 0.027, 0.018], [-0.037, -0.041, -0.011], [-0.013, -0.053, 0.023], [-0.019, 0.091, 0.034], [0.029, -0.154, -0.166], [-0.067, 0.016, 0.059], [0.084, -0.010, -0.010], [-0.068, -0.016, 0.021], [-0.016, -0.012, -0.039], [-0.019, -0.007, 0.005], [0.002, 0.019, -0.008], [0.023, -0.014, 0.005], [0.019, -0.029, -0.003], [-0.012, 0.000, -0.011], [-0.022, -0.050, -0.003], [0.018, 0.053, 0.056], [-0.030, 0.037, 0.027]]}